(P)
DFT (ωB97M-V with the def2-TZVPD basis set) results for the molecule C6H9NS.

Atoms and positions in Å:
1 S 2.38 -1.24 0.11
2 N 2.29 1.77 -0.07
3 C 0.16 0.24 -0.12
4 C -2.28 0.14 0.38
5 C -1.21 0.71 -0.32
6 C -0.24 -2.22 -0.20
7 C 0.66 -1.07 -0.05
8 C 0.94 1.47 0.06
9 H -0.73 -2.60 0.65
10 H -1.38 1.44 -1.19
11 H 0.35 -3.02 -0.47
12 H 0.25 2.52 0.41
13 H 2.90 1.03 -0.02
14 H -1.20 -1.98 -0.80
15 H 2.53 2.82 0.20
16 H -3.31 0.37 0.03
17 H -2.11 -0.38 1.40

2S+1: 1
Net charge: 0
Structure (SMILES): C=C/C(=C/N)C(C)=S

Atom charges from the Mulliken analysis, given in e for atoms 1 to 8:
1. S -0.48
2. N -0.32
3. C 0.04
4. C -0.75
5. C -0.46
6. C -1.30
7. C 0.87
8. C -0.13

(Q)
DFT (ωB97M-V with the def2-TZVPD basis set) results for a structure of composition C6H9NS.

Atoms and positions in Å:
1 S 0.33 2.95 1.69
2 N -0.12 -1.07 1.13
3 C 0.99 -1.10 0.10
4 C -1.10 -0.71 -1.08
5 C 0.69 1.63 0.81
6 C 0.37 -0.21 -0.97
7 C -0.23 1.00 -0.17
8 C -1.10 -0.20 0.39
9 H -1.98 0.08 0.99
10 H -1.76 -0.02 -1.73
11 H -1.26 -1.76 -1.44
12 H 0.29 -0.66 1.98
13 H 1.03 0.07 -1.82
14 H 1.91 -0.72 0.39
15 H -0.82 1.78 -0.81
16 H 1.14 -2.22 -0.23
17 H 1.64 1.15 0.75

2S+1: 1
Net charge: 0

Atom charges from the Mulliken analysis, given in e for atoms 1 to 8:
1. S -0.22
2. N -0.56
3. C -0.86
4. C -0.67
5. C -0.49
6. C -0.13
7. C 0.08
8. C -0.15

(R)
DFT (ωB97M-V with the def2-TZVPD basis set) results for the molecule C6H9NS.

Atoms and positions in Å:
1 S 2.35 2.39 0.69
2 N -0.74 -0.10 0.80
3 C -1.75 -0.83 -1.47
4 C -0.14 1.09 1.12
5 C 0.35 -0.97 0.24
6 C 1.34 1.16 0.81
7 C 1.72 -0.31 0.49
8 C -0.58 -0.35 -0.68
9 H -2.36 -1.69 -1.10
10 H 0.20 -2.08 0.39
11 H 2.58 -0.36 -0.27
12 H -2.51 -0.03 -1.72
13 H -0.12 1.26 2.23
14 H 2.07 -0.74 1.43
15 H -0.65 2.02 0.88
16 H -0.29 0.54 -1.28
17 H -1.48 -1.00 -2.56

2S+1: 1
Net charge: 0
Structure (SMILES): C[C@@H]1[C@H]2CC(=S)CN12

Atom charges from the Mulliken analysis, given in e for atoms 1 to 8:
1. S -0.28
2. N -0.44
3. C -1.44
4. C -0.55
5. C 0.00
6. C 0.10
7. C -0.55
8. C 0.37

Relative to the most stable one, in eV, the structures come out at (P) 1.130; (Q) 0.371; (R) 0.000.

(P)
DFT (ωB97M-V with the def2-TZVPD basis set) results for a cluster of 2 separate species, C6H17NOP in total.

Atoms and positions in Å:
1 P 0.88 -0.96 0.81
2 O -2.65 0.54 -0.03
3 N -2.10 -1.70 -0.37
4 C 1.55 1.58 0.06
5 C 2.03 0.09 -0.19
6 C 3.33 -0.20 0.63
7 C -2.12 -0.56 0.58
8 C 2.17 -0.15 -1.62
9 C -3.99 0.83 0.35
10 H 3.39 -1.27 0.96
11 H 1.17 1.76 1.08
12 H 0.77 1.89 -0.55
13 H -4.83 0.37 -0.14
14 H 3.41 0.41 1.53
15 H 3.16 0.21 -1.96
16 H -4.19 0.73 1.56
17 H 2.42 2.14 -0.22
18 H 1.33 0.27 -2.22
19 H -2.60 -0.77 1.60
20 H 2.19 -1.15 -1.89
21 H -3.15 -2.03 -0.60
22 H -1.57 -2.45 0.02
23 H -1.65 -1.36 -1.20
24 H 4.09 0.00 -0.03
25 H -4.10 1.91 0.00
26 H 1.03 -0.15 1.84

2S+1: 1
Net charge: +1

Atom charges from the Mulliken analysis, given in e for atoms 1 to 8:
1. P 0.01
2. O -0.27
3. N -0.29
4. C -1.55
5. C 1.30
6. C -1.74
7. C -0.27
8. C -1.65

(Q)
DFT (ωB97M-V with the def2-TZVPD basis set) results for the ion C6H17NOP with charge +1.

Atoms and positions in Å:
1 P 1.20 -0.41 0.01
2 O 1.07 -1.26 1.16
3 N -1.42 0.46 0.51
4 C -0.85 1.40 1.55
5 C 2.13 1.15 0.18
6 C -1.92 -0.74 1.32
7 C -0.97 -0.69 -1.67
8 C 2.02 -1.33 -1.38
9 C -0.45 0.16 -0.62
10 H -2.04 -0.33 -1.89
11 H -2.18 0.87 -0.06
12 H -2.41 -1.42 0.59
13 H -0.93 -1.74 -1.45
14 H 2.94 -1.76 -0.96
15 H 2.78 0.97 0.97
16 H -0.48 -0.55 -2.61
17 H 2.12 -0.79 -2.25
18 H -0.35 2.10 0.97
19 H -2.61 -0.23 2.16
20 H 2.71 1.55 -0.60
21 H 1.67 2.04 0.59
22 H -0.13 0.91 2.09
23 H -0.42 1.17 -1.03
24 H -1.15 -1.28 1.79
25 H 1.23 -2.18 -1.49
26 H -1.54 1.95 2.13

2S+1: 1
Net charge: +1
Structure (SMILES): C[C@@H]([NH+](C)C)P(C)(C)=O

Atom charges from the Mulliken analysis, given in e for atoms 1 to 8:
1. P 0.98
2. O -0.72
3. N -0.17
4. C -1.10
5. C -1.37
6. C -0.75
7. C -1.99
8. C -1.10

Relative to the most stable one, in eV, the structures come out at (P) 4.728; (Q) 0.000.

(P)
DFT (ωB97M-V with the def2-TZVPD basis set) results for a cluster of 3 separate species, C5H11NO2 in total.

Atoms and positions in Å:
1 O -1.99 -1.85 -1.41
2 O -1.34 0.96 3.60
3 N 0.91 0.55 -1.49
4 C 1.15 -0.29 -0.43
5 C -0.40 1.29 0.14
6 C 2.14 -1.39 -0.51
7 C -0.02 1.48 -1.18
8 C 0.27 0.04 0.57
9 H 1.50 0.44 -2.30
10 H 3.17 -1.03 -0.39
11 H -1.41 -2.54 -1.07
12 H -0.45 2.25 -1.80
13 H -1.97 0.51 3.03
14 H 2.07 -1.95 -1.45
15 H -0.96 0.25 4.13
16 H -1.44 -1.08 -1.19
17 H 0.17 -0.37 1.56
18 H -1.13 1.85 0.71
19 H 1.95 -2.10 0.34

Expectation value of S²: 0.75
2S+1: 2
Net charge: -1

Atom charges from the Mulliken analysis, given in e for atoms 1 to 8:
1. O -0.85
2. O -0.90
3. N -0.52
4. C 0.88
5. C -0.58
6. C -2.88
7. C -0.74
8. C -0.86

(Q)
DFT (ωB97M-V with the def2-TZVPD basis set) results for a cluster of 2 separate species, C5H11NO2 in total.

Atoms and positions in Å:
1 O -0.47 1.35 -1.25
2 O -1.99 2.33 1.19
3 N -0.81 -1.59 -0.15
4 C 1.36 -0.54 0.83
5 C 0.89 0.91 0.75
6 C -1.42 -1.51 -1.24
7 C 0.69 -1.50 -0.17
8 C 0.54 1.09 -0.74
9 H -0.85 -1.43 -2.14
10 H 1.24 -0.73 1.97
11 H 1.46 0.61 -1.40
12 H -0.04 1.05 1.38
13 H 0.91 -2.61 0.12
14 H 1.57 1.63 1.13
15 H -1.63 1.58 0.83
16 H 1.18 -1.38 -1.07
17 H -2.54 3.01 0.61
18 H -2.46 -1.69 -1.24
19 H 2.37 -0.58 0.62

Expectation value of S²: 0.75
2S+1: 2
Net charge: -1

Atom charges from the Mulliken analysis, given in e for atoms 1 to 8:
1. O -0.26
2. O -0.70
3. N -0.28
4. C -1.11
5. C -0.52
6. C -0.53
7. C -1.53
8. C -0.21

Relative to the most stable one, in eV, the structures come out at (P) 0.000; (Q) 2.684.

(P)
DFT (ωB97M-V with the def2-TZVPD basis set) results for a cluster of 2 separate species, C3H10S2 in total.

Atoms and positions in Å:
1 S 1.85 -0.86 2.72
2 S 1.27 -2.53 1.70
3 C -1.60 0.03 -0.90
4 C 0.79 0.87 -1.00
5 C -0.49 0.71 -0.12
6 H -1.41 -1.02 -1.09
7 H -1.90 0.59 -1.83
8 H 0.96 -0.08 -1.62
9 H 0.84 -2.03 0.51
10 H -0.74 1.71 0.20
11 H 0.67 1.63 -1.78
12 H -2.47 0.00 -0.22
13 H -0.22 0.26 0.84
14 H 0.69 -0.33 3.13
15 H 1.76 1.04 -0.54

2S+1: 1
Net charge: 0
Structure (SMILES): CCC.SS

Atom charges from the Mulliken analysis, given in e for atoms 1 to 8:
1. S -0.18
2. S -0.13
3. C -1.06
4. C -1.14
5. C 0.13
6. H 0.29
7. H 0.29
8. H 0.26

(Q)
DFT (ωB97M-V with the def2-TZVPD basis set) results for a cluster of 2 separate species, C3H10S2 in total.

Atoms and positions in Å:
1 S -3.92 1.08 -3.86
2 S -3.92 1.30 -1.80
3 C 0.66 -1.73 0.85
4 C 1.92 0.47 1.66
5 C 1.70 -0.67 0.63
6 H -3.57 2.62 -1.81
7 H -0.32 -1.24 0.82
8 H 2.64 0.23 2.43
9 H 2.69 -1.18 0.64
10 H 0.59 -2.28 1.80
11 H 1.72 -0.40 -0.42
12 H 0.85 -2.54 0.14
13 H 0.94 0.73 2.07
14 H 2.29 1.28 1.04
15 H -4.28 2.33 -4.20

2S+1: 1
Net charge: 0
Structure (SMILES): CCC.SS

Atom charges from the Mulliken analysis, given in e for atoms 1 to 8:
1. S -0.16
2. S -0.15
3. C -1.08
4. C -0.88
5. C -0.31
6. H 0.15
7. H 0.27
8. H 0.28

Relative to the most stable one, in eV, the structures come out at (P) 0.000; (Q) 0.570.

(P)
DFT (ωB97M-V with the def2-TZVPD basis set) results for a cluster of 2 separate species, C4H12O3 in total.

Atoms and positions in Å:
1 O -2.83 3.75 -1.10
2 O 2.82 -0.70 -0.98
3 O -0.07 -0.07 2.11
4 C 1.84 -1.21 -0.11
5 C -0.76 -1.24 0.16
6 C 0.46 -1.33 -0.78
7 C -0.87 0.06 0.94
8 H -0.68 -2.04 0.89
9 H 2.12 -2.19 0.29
10 H 0.39 -2.34 -1.22
11 H -3.65 3.62 -1.59
12 H -1.89 0.35 1.17
13 H -2.82 3.01 -0.47
14 H 2.69 -1.07 -1.86
15 H -0.44 0.88 0.33
16 H -0.08 0.73 2.64
17 H 1.74 -0.51 0.71
18 H -1.68 -1.38 -0.40
19 H 0.31 -0.59 -1.54

2S+1: 1
Net charge: 0
Structure (SMILES): OCCCCO.O

Atom charges from the Mulliken analysis, given in e for atoms 1 to 8:
1. O -0.64
2. O -0.53
3. O -0.55
4. C -0.24
5. C -0.71
6. C -0.72
7. C -0.41
8. H 0.33

(Q)
DFT (ωB97M-V with the def2-TZVPD basis set) results for a cluster of 3 separate species, C4H12O3 in total.

Atoms and positions in Å:
1 O -1.81 0.21 5.70
2 O -3.08 -4.72 -2.12
3 O -1.01 -0.50 -1.49
4 C 0.12 -0.63 -1.97
5 C 0.79 1.56 -0.82
6 C 1.28 0.22 -1.36
7 C 1.80 2.22 0.12
8 H 0.39 -1.40 -2.78
9 H 0.54 2.17 -1.63
10 H -0.17 1.49 -0.25
11 H 2.16 1.44 0.82
12 H -2.34 -4.63 -2.76
13 H 2.11 0.21 -2.08
14 H 1.50 -0.32 -0.51
15 H -2.60 -4.34 -1.33
16 H -1.24 0.44 6.56
17 H 2.64 2.63 -0.42
18 H 1.36 3.01 0.71
19 H -2.43 0.94 5.60

2S+1: 1
Net charge: 0
Structure (SMILES): CCCC=O.O.O

Atom charges from the Mulliken analysis, given in e for atoms 1 to 8:
1. O -0.66
2. O -0.64
3. O -0.49
4. C 0.00
5. C -0.35
6. C -0.56
7. C -1.15
8. H 0.29

Relative to the most stable one, in eV, the structures come out at (P) 0.000; (Q) 0.465.

(P)
DFT (ωB97M-V with the def2-TZVPD basis set) results for a cluster of 3 separate species, C4H12O3 in total.

Atoms and positions in Å:
1 O 1.35 -0.15 -3.51
2 O 0.83 -2.49 0.11
3 O -1.26 -0.66 -0.12
4 C -0.62 1.50 -0.85
5 C -0.18 -0.06 2.68
6 C -0.52 0.87 1.57
7 C -0.91 0.59 0.34
8 H 0.46 1.43 -1.00
9 H 2.24 -0.19 -3.88
10 H -0.26 1.92 1.66
11 H -0.03 -1.07 2.30
12 H 0.74 0.25 3.17
13 H -0.92 -0.15 3.47
14 H -0.99 2.52 -0.71
15 H 1.58 -2.23 0.65
16 H -1.91 -1.03 0.49
17 H -1.01 1.08 -1.76
18 H 0.58 -1.68 -0.35
19 H 0.81 -0.46 -4.24

2S+1: 1
Net charge: 0
Structure (SMILES): C/C=C(/C)O.O.O

Atom charges from the Mulliken analysis, given in e for atoms 1 to 8:
1. O -0.59
2. O -0.62
3. O -0.52
4. C -1.21
5. C -1.11
6. C -0.20
7. C 0.51
8. H 0.28

(Q)
DFT (ωB97M-V with the def2-TZVPD basis set) results for a cluster of 2 separate species, C4H12O3 in total.

Atoms and positions in Å:
1 O 1.81 -2.12 0.25
2 O 1.03 0.50 -0.98
3 O -0.57 2.31 1.11
4 C -0.48 -0.10 0.77
5 C -1.27 1.06 1.33
6 C -0.77 -1.29 -1.47
7 C -0.27 -0.05 -0.76
8 H -0.06 -2.09 -1.35
9 H 2.72 -2.26 0.52
10 H 0.52 -0.02 1.21
11 H -0.82 -1.06 1.15
12 H -0.10 2.24 0.28
13 H 1.23 0.51 -1.93
14 H 1.74 -1.35 -0.32
15 H -1.36 1.01 2.41
16 H -1.76 -1.52 -1.09
17 H -2.23 1.15 0.80
18 H -0.94 0.77 -1.05
19 H -0.93 -1.11 -2.53

2S+1: 1
Net charge: 0
Structure (SMILES): C[C@H](O)CCO.O

Atom charges from the Mulliken analysis, given in e for atoms 1 to 8:
1. O -0.62
2. O -0.56
3. O -0.54
4. C -0.46
5. C -0.60
6. C -1.46
7. C -0.29
8. H 0.36

(R)
DFT (ωB97M-V with the def2-TZVPD basis set) results for a cluster of 2 separate species, C4H12O3 in total.

Atoms and positions in Å:
1 O 2.16 0.49 2.52
2 O -0.68 1.25 -0.81
3 O -3.59 0.18 -0.95
4 C -0.36 -1.33 -0.97
5 C 2.05 0.25 1.14
6 C 0.46 0.04 0.98
7 C 0.21 0.05 -0.54
8 H 2.68 0.96 0.58
9 H -1.32 -1.36 -0.53
10 H -0.36 -1.46 -2.13
11 H -3.33 0.40 -1.83
12 H 0.26 -1.00 1.35
13 H -0.23 0.72 1.50
14 H 1.84 1.42 2.61
15 H 2.61 -0.63 0.76
16 H 0.43 -2.14 -0.61
17 H 1.10 0.20 -1.05
18 H -3.10 0.74 -0.17
19 H -0.82 1.20 -1.83

2S+1: 1
Net charge: 0
Structure (SMILES): C[C@@H](O)CCO.O

Atom charges from the Mulliken analysis, given in e for atoms 1 to 8:
1. O -0.52
2. O -0.60
3. O -0.64
4. C -1.23
5. C -0.69
6. C -0.55
7. C 0.24
8. H 0.32

(S)
DFT (ωB97M-V with the def2-TZVPD basis set) results for a cluster of 2 separate species, C4H12O3 in total.

Atoms and positions in Å:
1 O -0.74 2.59 2.39
2 O -0.60 -1.58 -0.28
3 O 0.06 -2.84 -3.08
4 C -0.63 0.41 1.15
5 C 1.03 0.08 -0.80
6 C -0.04 1.72 1.47
7 C -0.35 -0.17 -0.16
8 H 0.89 -2.46 -3.51
9 H -1.71 0.39 1.16
10 H 1.41 0.88 -0.23
11 H -0.54 2.12 3.22
12 H 0.86 0.13 -1.92
13 H -1.07 0.23 -1.00
14 H 1.00 1.59 1.83
15 H 0.42 -2.57 -2.23
16 H -0.22 -0.24 2.02
17 H 0.09 2.30 0.60
18 H -1.47 -1.80 0.03
19 H 1.63 -0.77 -0.66

2S+1: 1
Net charge: 0
Structure (SMILES): C[C@@H](O)CCO.O

Atom charges from the Mulliken analysis, given in e for atoms 1 to 8:
1. O -0.52
2. O -0.50
3. O -0.62
4. C -0.26
5. C -1.29
6. C -0.99
7. C 0.55
8. H 0.32

Relative to the most stable one, in eV, the structures come out at (P) 0.283; (Q) 0.000; (R) 1.586; (S) 1.085.